Below is C72H57GaNP4Si as an isolated structure, with properties calculated with wB97M-V/def2-TZVPD.

The energy above the lowest of the compared OMol25 structures with the same formula, charge and spin comes out at 0.00 kJ/mol. The HOMO energy comes out at -9.75 eV. The HOMO-LUMO gap is 7.85 eV. The electronic energy is -6412.272167 Eh.

Structure (ORCA input):
```
! wB97M-V def2-TZVPD RIJCOSX def2/J DEFGRID3
* xyz 1 1
Ga -0.036 -0.037 -0.042
C -3.948 3.598 -3.694
C -3.116 4.095 -2.700
C -2.664 3.262 -1.690
C -3.042 1.918 -1.660
C -3.861 1.421 -2.670
C -4.317 2.262 -3.677
P -2.350 0.883 -0.326
C -2.652 1.910 1.153
C -1.610 2.745 1.563
C -1.799 3.630 2.613
C -3.024 3.690 3.263
C -4.059 2.860 2.861
C -3.876 1.973 1.810
C -3.375 -0.626 -0.243
C -4.767 -0.510 -0.326
C -5.580 -1.629 -0.353
C -5.006 -2.891 -0.317
C -3.631 -3.016 -0.221
C -2.786 -1.904 -0.169
Si -0.960 -2.217 0.255
C -1.089 -2.957 1.993
C -1.532 -4.283 2.130
C -1.666 -4.878 3.370
C -1.357 -4.161 4.521
C -0.952 -2.845 4.412
C -0.830 -2.235 3.159
P -0.432 -0.456 3.033
C 1.265 -0.367 3.682
C 2.052 -1.482 3.951
C 3.368 -1.325 4.367
C 3.909 -0.058 4.519
C 3.134 1.062 4.243
C 1.826 0.903 3.818
C -1.493 0.192 4.385
C -2.853 -0.121 4.322
C -3.722 0.304 5.312
C -3.248 1.067 6.373
C -1.904 1.399 6.432
C -1.029 0.963 5.444
C 0.247 -3.314 -0.728
C 0.885 -4.403 -0.125
C 2.047 -4.951 -0.653
C 2.620 -4.400 -1.788
C 1.996 -3.336 -2.421
C 0.805 -2.815 -1.922
P 0.018 -1.368 -2.701
C -1.624 -2.018 -3.199
C -1.965 -3.368 -3.228
C -3.174 -3.774 -3.773
C -4.045 -2.840 -4.315
C -3.707 -1.494 -4.299
C -2.508 -1.085 -3.736
C 0.774 -1.264 -4.362
C 0.724 -2.346 -5.245
C 1.256 -2.230 -6.515
C 1.833 -1.030 -6.923
C 1.876 0.047 -6.056
C 1.349 -0.070 -4.774
H -4.308 4.251 -4.478
H -2.822 5.137 -2.706
H -2.025 3.666 -0.914
H -4.148 0.380 -2.678
H -4.967 1.868 -4.448
H -0.644 2.686 1.070
H -0.985 4.275 2.923
H -3.171 4.376 4.088
H -5.013 2.895 3.371
H -4.691 1.322 1.524
H -5.223 0.469 -0.398
H -6.655 -1.515 -0.417
H -5.628 -3.776 -0.359
H -3.206 -4.013 -0.186
H -1.783 -4.867 1.251
H -2.011 -5.902 3.443
H -1.451 -4.623 5.495
H -0.744 -2.271 5.308
H 1.649 -2.479 3.827
H 3.972 -2.200 4.571
H 4.933 0.059 4.850
H 3.554 2.055 4.342
H 1.220 1.771 3.587
H -3.233 -0.718 3.499
H -4.771 0.041 5.256
H -3.925 1.394 7.153
H -1.527 1.988 7.258
H 0.021 1.211 5.523
H 0.501 -4.822 0.791
H 2.514 -5.794 -0.159
H 3.549 -4.794 -2.181
H 2.437 -2.917 -3.315
H -1.286 -4.110 -2.827
H -3.431 -4.826 -3.784
H -4.981 -3.160 -4.754
H -4.378 -0.760 -4.730
H -2.249 -0.031 -3.727
H 0.261 -3.276 -4.940
H 1.216 -3.072 -7.194
H 2.242 -0.941 -7.921
H 2.319 0.982 -6.372
H 1.381 0.771 -4.093
N 1.051 1.373 0.189
P 2.547 1.650 -0.162
C 3.742 0.404 0.399
C 3.379 -0.941 0.361
C 4.282 -1.927 0.728
C 5.558 -1.575 1.145
C 5.927 -0.238 1.196
C 5.024 0.748 0.825
C 3.043 3.240 0.557
C 4.122 3.970 0.058
C 4.474 5.181 0.635
C 3.742 5.682 1.703
C 2.650 4.974 2.187
C 2.302 3.760 1.614
C 2.942 1.943 -1.908
C 2.143 2.875 -2.575
C 2.504 3.330 -3.832
C 3.656 2.843 -4.440
C 4.427 1.883 -3.803
C 4.075 1.436 -2.534
H 2.388 -1.236 0.034
H 3.984 -2.967 0.691
H 6.264 -2.343 1.435
H 6.920 0.039 1.526
H 5.319 1.788 0.877
H 4.687 3.597 -0.788
H 5.314 5.740 0.244
H 4.013 6.631 2.146
H 2.066 5.373 3.007
H 1.435 3.215 1.955
H 1.255 3.261 -2.086
H 1.897 4.071 -4.336
H 3.949 3.211 -5.416
H 5.312 1.489 -4.286
H 4.700 0.713 -2.025
*
```

These are the Löwdin partial charges, in e, on atoms 1 to 6: 0.27, -0.07, -0.07, -0.08, -0.32, -0.12